{"formula": "C2H8N3O", "method": "ωB97M-V with the def2-TZVPD basis set", "symbols": ["O", "N", "N", "N", "C", "C", "H", "H", "H", "H", "H", "H", "H", "H"], "xyz": [[-1.308, 1.003, 0.475], [2.856, -0.649, -0.498], [1.452, 1.196, 0.039], [-1.550, -0.123, 0.103], [1.709, -0.094, -0.142], [-2.936, -0.401, 0.255], [-3.087, -1.015, 1.217], [2.767, -1.731, -0.514], [-3.611, 0.560, 0.101], [-3.215, -1.173, -0.469], [3.658, -0.062, -0.858], [1.972, 1.976, -0.329], [0.879, -0.842, 0.223], [0.412, 1.356, 0.396]], "forces_ev_per_angstrom": [[0.6148, 0.1128, -0.1577], [-0.5769, -1.2281, -0.5134], [-2.7902, -1.3680, 0.4954], [0.2230, 0.7038, 0.7628], [-0.7847, -0.2110, 1.6094], [-2.7351, -0.4062, -0.0905], [0.2801, 1.4188, -0.9235], [1.1641, 2.7541, -0.3512], [1.4531, -2.0419, 0.8449], [0.0717, 0.2591, -0.2805], [-1.1587, -1.4954, 0.5698], [0.3585, -0.0904, 0.0193], [1.6299, 1.7049, -0.9224], [2.2504, -0.1126, -1.0625]], "lowdin_charge": [-0.0320, 0.1405, 0.1574, -0.0851, -0.2210, -0.0913, 0.1340, 0.1821, 0.1448, 0.0802, 0.1684, 0.1301, 0.1707, 0.1213], "homo_energy_ha": -0.509, "lumo_ha": -0.15779, "de_lowest_kj_mol": 399.3, "e_tot_ev": -8712.3371, "largest_force_ev_per_a": 3.15, "total_charge": 1}

{"formula": "C2H8N3O2", "method": "ωB97M-V with the def2-TZVPD basis set", "symbols": ["O", "O", "N", "N", "N", "C", "C", "H", "H", "H", "H", "H", "H", "H", "H"], "xyz": [[1.525, -2.556, -1.111], [1.327, -1.051, 0.622], [1.415, -1.241, -0.791], [-0.453, -0.491, -1.424], [-0.957, -0.004, -0.554], [-0.819, 2.056, 0.430], [-1.395, 0.654, 0.618], [-1.501, 2.533, -0.365], [-2.520, 0.476, 0.668], [0.160, 1.974, -0.045], [2.293, -0.770, -0.946], [-0.946, 2.684, 1.380], [2.054, -1.571, 1.114], [-0.803, 0.244, 1.576], [0.621, -2.937, -1.172]], "forces_ev_per_angstrom": [[0.0753, -0.7017, -0.1134], [0.4553, -0.9465, 1.0121], [0.7509, 0.3004, 1.7498], [-2.0119, 1.3217, 1.3184], [1.1228, -2.1192, -2.1750], [-2.7382, 2.0478, -0.8798], [0.5333, -0.5457, 3.2084], [1.1434, -0.2469, 1.1525], [1.5454, 0.6166, 0.1352], [0.1675, 0.3544, 0.7876], [0.5563, -0.4412, -1.0829], [0.6807, -1.0611, -1.4372], [-1.2882, 0.8641, -1.3029], [-1.5445, 0.0795, -2.3523], [0.5519, 0.4777, -0.0204]], "lowdin_charge": [0.0176, -0.0742, -0.1990, 0.3653, 0.0411, -0.0694, -0.1849, 0.1138, 0.1670, 0.0815, 0.1475, 0.1263, 0.1578, 0.1824, 0.1273], "homo_energy_ha": -0.529, "lumo_ha": -0.17042, "de_lowest_kj_mol": 665.8, "e_tot_ev": -10756.7627, "largest_force_ev_per_a": 3.53, "total_charge": 1}

{"formula": "C2H8N3O2", "method": "ωB97M-V with the def2-TZVPD basis set", "symbols": ["O", "O", "N", "N", "N", "C", "C", "H", "H", "H", "H", "H", "H", "H", "H"], "xyz": [[1.258, -0.953, -1.015], [-1.754, 0.565, 0.290], [0.416, 1.084, -0.288], [-0.780, 0.829, -0.825], [2.166, 0.111, 0.734], [-1.829, -0.855, 0.446], [1.202, 0.039, -0.195], [2.194, 0.950, 1.323], [-2.412, -1.306, -0.484], [-1.088, 1.600, -1.445], [0.595, -0.965, -1.696], [0.362, 1.653, 0.495], [-2.392, -0.944, 1.293], [-0.835, -1.236, 0.488], [2.897, -0.571, 0.879]], "forces_ev_per_angstrom": [[0.6371, -0.2592, 0.8899], [1.6329, 1.0787, -2.0529], [-0.4835, -0.2971, -0.8891], [-3.3155, -0.7367, -1.0747], [-0.6938, 0.5096, 0.0554], [-0.7918, 0.4810, -4.5067], [3.7312, -0.6133, 1.1327], [0.0647, -0.7206, -0.2910], [1.2513, 0.7064, 1.9543], [-0.3063, -0.4820, 1.1513], [-1.0923, 0.2907, -0.6679], [0.2898, 1.7015, 1.8822], [-1.2520, -0.7607, 2.3622], [0.5273, -0.7865, 0.4307], [-0.1991, -0.1119, -0.3765]], "lowdin_charge": [0.2309, -0.1274, 0.0828, -0.0112, 0.2554, -0.0558, -0.4249, 0.1551, 0.1453, 0.1752, 0.1477, 0.1519, 0.0648, 0.0569, 0.1533], "homo_energy_ha": -0.544, "lumo_ha": -0.13267, "de_lowest_kj_mol": 386.5, "e_tot_ev": -10759.6572, "largest_force_ev_per_a": 4.60, "total_charge": 1, "smiles": "CON/[NH+]=C(/N)O"}